{
  "formula": "FH14O7",
  "method": "ωB97M-V/def2-TZVPD",
  "lumo_ev": 3.542,
  "total_charge": -1,
  "relative_energy_kj_mol": 111.4,
  "symbols": ["F", "O", "H", "H", "O", "H", "H", "O", "H", "H", "O", "H", "H", "O", "H", "H", "O", "H", "H", "O", "H", "H"],
  "positions_angstrom": [[6.9244, 14.7893, 4.6000], [7.8405, 15.8301, 2.2489], [7.0314, 16.0560, 1.7592], [7.4912, 15.6184, 3.1001], [6.4508, 13.1527, 2.6832], [5.4896, 13.2459, 2.6410], [6.5905, 13.7890, 3.3850], [9.1460, 13.2755, 4.0315], [8.3469, 13.7418, 4.2832], [9.7301, 13.8409, 4.5147], [6.5849, 12.4166, 5.3870], [6.7257, 13.3853, 5.2384], [5.7918, 12.3889, 4.9000], [5.7102, 17.1177, 4.3117], [5.6376, 17.5272, 5.2119], [5.9866, 16.1792, 4.3803], [8.7720, 16.3589, 5.6526], [8.1961, 15.6902, 5.1677], [9.6084, 15.9718, 5.7022], [5.7925, 15.4123, 6.9346], [4.9412, 15.0698, 6.7847], [6.3355, 15.2257, 6.1262]],
  "nbo_charge": [-0.8138, -0.9429, 0.4540, 0.4752, -0.9428, 0.4340, 0.4773, -0.9256, 0.4725, 0.4364, -0.9581, 0.4749, 0.4418, -0.9971, 0.4786, 0.4930, -0.9680, 0.4913, 0.4456, -0.9763, 0.4533, 0.4968]
}

{
  "formula": "C3H5N2O2",
  "method": "ωB97M-V/def2-TZVPD",
  "smiles": "[O-]N1C=[N+]([O-])CC1",
  "lumo_ev": 4.189,
  "total_charge": -1,
  "relative_energy_kj_mol": 327.9,
  "symbols": ["C", "C", "C", "N", "N", "O", "O", "H", "H", "H", "H", "H"],
  "positions_angstrom": [[0.8234, -0.3822, -0.0510], [-0.7772, -0.3537, 0.0385], [-0.0019, 1.8217, -0.0264], [1.0945, 1.0449, -0.0681], [-1.1072, 1.0984, 0.1270], [2.3164, 1.4916, -0.0502], [-2.3453, 1.4777, 0.0501], [1.1508, -0.7150, 0.9423], [1.2348, -0.7935, -0.9828], [-1.1792, -0.4748, -0.9355], [-1.2147, -0.9507, 0.9233], [0.0584, 2.9376, -0.1571]],
  "nbo_charge": [-0.2544, -0.2629, 0.1717, -0.0616, -0.0462, -0.7654, -0.7469, 0.1802, 0.1957, 0.1935, 0.1907, 0.2055]
}

{
  "formula": "C16H8AuCl5IN2S",
  "method": "ωB97M-V/def2-TZVPD",
  "lumo_ev": 2.078,
  "total_charge": -1,
  "symbols": ["Au", "Cl", "C", "C", "C", "Cl", "C", "Cl", "C", "Cl", "C", "Cl", "I", "S", "C", "C", "C", "N", "C", "C", "C", "C", "C", "N", "C", "C", "H", "H", "H", "H", "H", "H", "H", "H"],
  "positions_angstrom": [[-1.1267, 3.3625, 0.0091], [1.9827, 1.5512, 0.0355], [2.0416, 3.2850, 0.0152], [0.8534, 4.0207, 0.0081], [1.0466, 5.4125, -0.0011], [-0.3418, 6.4522, -0.0092], [2.2948, 6.0299, -0.0030], [2.4478, 7.7517, -0.0101], [3.4414, 5.2441, 0.0013], [4.9999, 5.9810, -0.0030], [3.3116, 3.8635, 0.0100], [4.7342, 2.8807, 0.0148], [-3.7113, 3.2728, 0.0156], [0.9824, -3.3737, 0.0308], [0.1772, -1.7658, 0.0139], [-0.1938, -1.1613, 1.2048], [-0.9189, 0.0195, 1.1307], [-1.2592, 0.5918, -0.0152], [-0.8678, 0.0224, -1.1463], [-0.1405, -1.1589, -1.1908], [-0.5548, -4.2999, 0.0075], [-1.1745, -4.6630, 1.1937], [-2.3623, -5.3764, 1.1169], [-2.9359, -5.7265, -0.0289], [-2.3365, -5.3613, -1.1568], [-1.1478, -4.6468, -1.1971], [0.0827, -1.5930, 2.1568], [-1.2290, 0.5389, 2.0318], [-1.1353, 0.5451, -2.0590], [0.1787, -1.5874, -2.1309], [-0.7412, -4.3933, 2.1464], [-2.8756, -5.6903, 2.0196], [-2.8290, -5.6635, -2.0749], [-0.6932, -4.3644, -2.1361]],
  "nbo_charge": [0.4136, -0.0210, 0.0244, -0.4053, -0.0770, 0.0176, -0.0994, 0.0237, -0.0980, 0.0245, -0.1371, 0.0190, -0.6757, 0.2363, -0.1260, -0.2728, 0.0569, -0.3981, 0.0569, -0.2731, -0.1204, -0.2622, 0.0385, -0.4167, 0.0384, -0.2618, 0.2223, 0.2057, 0.2048, 0.2223, 0.2285, 0.1915, 0.1915, 0.2285]
}

{
  "formula": "C2H8NS",
  "method": "ωB97M-V/def2-TZVPD",
  "lumo_ev": 4.378,
  "total_charge": -1,
  "relative_energy_kj_mol": 52.2,
  "symbols": ["S", "H", "C", "N", "C", "H", "H", "H", "H", "H", "H", "H"],
  "positions_angstrom": [[-0.0259, 1.4201, -2.0567], [-0.5119, 1.5125, -3.3158], [1.1874, -0.5037, 0.7739], [-0.0689, -1.0071, 0.2564], [-1.1417, -0.0377, 0.5232], [2.0172, -1.0975, 0.3603], [1.2546, -0.5134, 1.8705], [1.4880, 0.5064, 0.4735], [0.0539, -0.9465, -0.7570], [-0.9518, 0.9798, 0.1640], [-2.0692, -0.4111, 0.0963], [-1.2317, 0.0983, 1.6115]],
  "nbo_charge": [-1.0712, 0.0940, -0.4185, -0.6492, -0.4234, 0.1824, 0.1621, 0.1821, 0.3853, 0.2190, 0.1876, 0.1497]
}

What is the formula in the fourth record?
C2H8NS